[1]
ORCA calculation (wB97M-V/def2-TZVPD) on a structure of composition C20H60MnNO13 at a distorted geometry.

CARTESIAN COORDINATES (ANGSTROEM)
1 Mn 3.004 1.245 0.413
2 N -0.267 0.289 0.072
3 O -0.566 -0.895 -0.011
4 O 0.951 0.620 0.225
5 O -1.120 1.195 0.019
6 C -3.011 -4.565 0.228
7 C -2.962 -3.262 -0.555
8 O -1.788 -3.155 -1.354
9 H -3.090 -5.403 -0.468
10 H -3.914 -4.617 0.839
11 H -2.117 -4.697 0.835
12 H -2.997 -2.413 0.132
13 H -3.803 -3.216 -1.246
14 H -1.117 -2.667 -0.867
15 C -3.250 5.308 -1.731
16 C -2.028 4.570 -1.159
17 O -2.516 3.732 -0.099
18 H -3.688 5.960 -0.980
19 H -3.981 4.541 -1.985
20 H -3.029 5.856 -2.648
21 H -1.285 5.307 -0.830
22 H -1.593 3.935 -1.937
23 H -1.992 2.926 -0.187
24 C 1.013 -4.161 1.104
25 C 1.218 -5.320 0.142
26 O 1.308 -6.545 0.844
27 H 1.768 -4.190 1.896
28 H 0.051 -4.251 1.616
29 H 1.034 -3.153 0.681
30 H 2.120 -5.203 -0.461
31 H 0.392 -5.362 -0.580
32 H 0.611 -6.574 1.506
33 C 1.142 4.703 2.290
34 C 1.085 3.552 1.293
35 O 2.397 3.286 0.736
36 H 0.164 5.165 2.427
37 H 1.720 5.549 1.893
38 H 1.607 4.417 3.230
39 H 0.378 3.762 0.489
40 H 0.680 2.684 1.809
41 H 2.681 4.110 0.322
42 C -4.596 0.986 -1.388
43 C -5.383 -0.282 -1.295
44 O -6.770 0.092 -1.491
45 H -3.520 0.827 -1.259
46 H -4.821 1.767 -0.659
47 H -4.745 1.435 -2.373
48 H -5.376 -0.776 -0.320
49 H -5.129 -0.945 -2.128
50 H -7.341 -0.651 -1.282
51 C 3.543 0.927 4.706
52 C 2.408 1.179 3.738
53 O 2.644 0.534 2.457
54 H 4.489 1.362 4.368
55 H 3.754 -0.143 4.791
56 H 3.349 1.307 5.707
57 H 2.258 2.246 3.609
58 H 1.515 0.699 4.140
59 H 2.513 -0.411 2.599
60 C 1.339 -2.068 -3.992
61 C 1.205 -2.625 -2.575
62 O 2.500 -2.673 -1.962
63 H 1.928 -1.154 -4.019
64 H 0.409 -1.985 -4.550
65 H 1.927 -2.826 -4.525
66 H 0.716 -3.599 -2.560
67 H 0.608 -1.970 -1.938
68 H 3.034 -3.390 -2.322
69 C 5.681 -1.592 -0.492
70 C 4.413 -1.611 0.370
71 O 3.362 -0.822 -0.215
72 H 5.425 -2.165 -1.385
73 H 6.477 -2.099 0.049
74 H 5.957 -0.583 -0.788
75 H 4.639 -1.233 1.377
76 H 4.050 -2.613 0.613
77 H 3.047 -1.372 -0.974
78 C 1.373 2.849 -2.826
79 C 2.113 1.541 -2.654
80 O 3.181 1.655 -1.656
81 H 0.880 3.114 -1.890
82 H 0.622 2.737 -3.606
83 H 2.070 3.633 -3.124
84 H 2.614 1.247 -3.576
85 H 1.457 0.745 -2.309
86 H 4.026 1.794 -2.094
87 C -3.562 -0.355 2.134
88 C -3.324 0.957 2.854
89 O -1.985 1.403 2.744
90 H -3.167 -1.204 2.698
91 H -3.129 -0.371 1.132
92 H -4.635 -0.529 2.015
93 H -3.585 0.846 3.906
94 H -3.986 1.732 2.450
95 H -1.683 1.374 1.828

Computed properties:
multiplicity = 6
calculated total energy = -2981.5157 Ha
energy above the lowest of the compared OMol25 structures with the same formula, charge and spin = 0.825 eV
charge = +1
Kohn-Sham gap (alpha / beta) = 7.990 / 7.485 eV
LUMO energy (alpha / beta) = -3.442 / -3.947 eV

=====

[2]
ORCA calculation (wB97M-V/def2-TZVPD) on a cluster of 10 separate species, C20H60N4O10 in total at a distorted geometry.

CARTESIAN COORDINATES (ANGSTROEM)
1 C -0.995 -4.178 4.733
2 O -0.372 -4.060 3.460
3 H -2.100 -4.405 4.639
4 H -0.919 -3.208 5.201
5 H -0.575 -4.954 5.383
6 H -0.749 -3.303 3.060
7 C 0.583 -1.192 -2.883
8 O 0.723 -0.103 -3.745
9 H 1.164 -1.942 -3.391
10 H -0.457 -1.542 -2.815
11 H 0.970 -1.035 -1.876
12 H 0.850 0.598 -3.136
13 C 0.697 -3.342 -0.358
14 O -0.351 -4.088 0.211
15 H 0.542 -2.317 -0.014
16 H 0.559 -3.438 -1.431
17 H 1.663 -3.718 -0.066
18 H -0.386 -4.957 -0.201
19 C -2.508 -1.771 1.493
20 O -1.733 -2.027 2.601
21 N -2.061 -1.833 0.305
22 N -3.702 -1.326 1.534
23 H -1.289 -2.490 0.244
24 H -2.727 -1.922 -0.445
25 H -4.111 -1.265 2.513
26 H -4.246 -1.484 0.676
27 C 0.350 0.481 1.085
28 O 1.395 1.443 0.905
29 N -0.609 0.428 0.259
30 N 0.250 -0.313 2.123
31 H -0.535 1.009 -0.588
32 H -1.300 -0.337 0.301
33 H 0.964 -0.104 2.841
34 H -0.386 -1.150 2.260
35 C 4.099 -1.108 -2.690
36 C 3.955 0.387 -3.125
37 C 3.970 1.280 -1.891
38 O 4.975 0.803 -3.703
39 H 3.980 -1.873 -3.443
40 H 3.254 -1.480 -2.047
41 H 5.070 -1.296 -2.224
42 H 3.143 0.490 -3.762
43 H 4.877 1.144 -1.321
44 H 3.220 1.058 -1.174
45 H 3.875 2.300 -2.287
46 H 5.778 0.831 -3.139
47 C -0.121 3.350 -3.342
48 C 0.774 3.070 -2.173
49 C 0.745 4.131 -1.051
50 O 0.729 1.922 -1.700
51 H -1.133 3.613 -3.064
52 H -0.294 2.479 -3.995
53 H 0.325 4.195 -3.880
54 H 1.802 3.215 -2.505
55 H 1.276 3.854 -0.183
56 H -0.216 4.066 -0.659
57 H 0.909 5.150 -1.427
58 H 1.123 1.985 -0.831
59 C -2.383 0.668 -2.691
60 C -3.319 1.082 -1.588
61 C -3.001 2.543 -1.278
62 O -4.557 1.071 -1.814
63 H -2.844 -0.192 -3.153
64 H -1.340 0.497 -2.482
65 H -2.473 1.427 -3.484
66 H -3.027 0.440 -0.744
67 H -3.061 3.219 -2.081
68 H -1.946 2.562 -0.893
69 H -3.651 2.969 -0.569
70 H -5.103 1.478 -1.074
71 C -3.838 3.612 2.475
72 C -3.301 2.190 2.210
73 C -2.436 1.699 3.315
74 O -4.208 1.335 1.987
75 H -4.658 3.459 3.179
76 H -4.206 4.241 1.713
77 H -3.059 4.200 2.951
78 H -2.683 2.124 1.291
79 H -1.620 2.476 3.437
80 H -1.917 0.742 3.106
81 H -2.902 1.501 4.292
82 H -3.815 0.506 1.639
83 C 3.377 -1.315 0.683
84 C 3.588 -1.768 2.169
85 C 2.804 -3.042 2.450
86 O 4.742 -1.982 2.482
87 H 2.297 -1.258 0.413
88 H 3.881 -1.945 0.050
89 H 3.768 -0.380 0.526
90 H 3.201 -1.000 2.789
91 H 1.760 -2.978 2.293
92 H 2.932 -3.423 3.473
93 H 3.186 -3.842 1.830
94 H 5.110 -2.661 1.876

Computed properties:
multiplicity = 1
calculated total energy = -1769.1381 Ha
energy above the lowest of the compared OMol25 structures with the same formula, charge and spin = 9.691 eV
Kohn-Sham gap = 8.802 eV
LUMO energy = -0.397 eV

=====

[3]
ORCA calculation (wB97M-V/def2-TZVPD) on a cluster of 10 separate species, C20H60O10 in total at a distorted geometry.

CARTESIAN COORDINATES (ANGSTROEM)
1 C -2.705 3.775 -0.325
2 C -3.347 2.807 -1.321
3 O -3.252 1.438 -0.896
4 H -3.015 4.781 -0.632
5 H -1.617 3.803 -0.390
6 H -3.018 3.581 0.700
7 H -2.837 2.930 -2.278
8 H -4.391 3.110 -1.435
9 H -4.031 1.300 -0.348
10 C 0.147 -2.230 -3.642
11 C -1.069 -2.763 -2.899
12 O -2.100 -3.255 -3.774
13 H 0.782 -3.015 -4.049
14 H 0.688 -1.656 -2.883
15 H -0.144 -1.546 -4.437
16 H -1.506 -1.944 -2.325
17 H -0.812 -3.565 -2.201
18 H -1.848 -4.120 -4.107
19 C -0.107 0.817 0.928
20 C -0.601 -0.320 0.047
21 O -0.847 0.086 -1.301
22 H -0.025 0.443 1.953
23 H -0.733 1.704 0.855
24 H 0.897 1.167 0.669
25 H -1.573 -0.664 0.423
26 H 0.072 -1.175 0.090
27 H -1.654 0.645 -1.300
28 C -1.105 3.963 3.601
29 C -0.924 4.203 5.097
30 O 0.381 3.761 5.496
31 H -2.114 4.252 3.295
32 H -0.973 2.911 3.345
33 H -0.363 4.523 3.029
34 H -1.674 3.633 5.643
35 H -1.028 5.255 5.365
36 H 0.991 4.502 5.474
37 C 2.979 -1.137 -0.819
38 C 3.373 -2.139 0.254
39 O 3.663 -3.345 -0.414
40 H 2.077 -1.458 -1.346
41 H 3.750 -0.999 -1.574
42 H 2.732 -0.170 -0.376
43 H 2.566 -2.241 0.994
44 H 4.201 -1.744 0.859
45 H 3.981 -4.036 0.174
46 C 1.042 -3.272 4.090
47 C 1.473 -1.838 3.878
48 O 0.800 -0.992 4.787
49 H 0.048 -3.416 3.664
50 H 1.058 -3.530 5.145
51 H 1.719 -3.929 3.542
52 H 1.326 -1.461 2.854
53 H 2.563 -1.733 4.003
54 H 1.097 -0.074 4.650
55 C 3.330 1.232 2.581
56 C 2.723 2.245 3.533
57 O 1.923 1.570 4.493
58 H 3.948 1.780 1.867
59 H 2.543 0.697 2.054
60 H 3.981 0.513 3.079
61 H 2.148 2.974 2.953
62 H 3.512 2.790 4.061
63 H 1.539 2.227 5.098
64 C 1.493 3.069 -4.162
65 C 0.563 2.236 -3.305
66 O 1.249 1.728 -2.192
67 H 0.932 3.512 -4.987
68 H 2.256 2.445 -4.631
69 H 1.990 3.847 -3.586
70 H 0.147 1.423 -3.916
71 H -0.320 2.830 -3.022
72 H 0.682 1.058 -1.759
73 C -4.673 1.097 -4.307
74 C -3.528 0.202 -3.885
75 O -3.461 -0.898 -4.771
76 H -4.878 1.842 -3.533
77 H -5.583 0.498 -4.377
78 H -4.528 1.624 -5.248
79 H -3.664 -0.161 -2.861
80 H -2.565 0.735 -3.853
81 H -2.976 -1.619 -4.348
82 C 0.805 -4.392 0.477
83 C 0.821 -5.522 -0.551
84 O 0.480 -6.748 0.086
85 H 1.595 -4.528 1.214
86 H -0.191 -4.369 0.911
87 H 1.025 -3.468 -0.059
88 H 1.756 -5.581 -1.115
89 H 0.056 -5.274 -1.299
90 H -0.122 -7.242 -0.473

Computed properties:
multiplicity = 1
calculated total energy = -1550.3066 Ha
energy above the lowest of the compared OMol25 structures with the same formula, charge and spin = 0.807 eV
Kohn-Sham gap = 9.755 eV
LUMO energy = 0.299 eV

=====

[4]
ORCA calculation (wB97M-V/def2-TZVPD) on a cluster of 9 separate species, C20H61N3O11 in total at a distorted geometry.

CARTESIAN COORDINATES (ANGSTROEM)
1 C 22.193 -3.871 14.398
2 O 21.317 -4.115 13.373
3 H 21.905 -3.020 15.014
4 H 22.324 -4.782 14.982
5 H 23.175 -3.592 14.017
6 H 21.327 -3.281 12.898
7 C 23.824 1.306 19.606
8 O 24.095 0.400 18.578
9 H 24.704 1.662 20.141
10 H 23.269 2.128 19.154
11 H 23.118 0.964 20.362
12 H 23.777 -0.421 18.961
13 C 21.822 1.524 15.631
14 O 21.756 0.222 15.018
15 H 22.078 1.524 16.691
16 H 22.732 2.032 15.314
17 H 20.870 2.048 15.544
18 H 22.570 -0.204 15.295
19 C 25.248 -1.704 15.652
20 O 24.566 -0.485 15.988
21 H 24.458 -2.452 15.725
22 H 25.712 -1.641 14.668
23 H 26.035 -2.013 16.341
24 H 24.691 -0.238 16.908
25 C 17.813 8.234 13.995
26 C 18.921 7.919 12.940
27 C 19.529 6.528 13.233
28 O 18.447 5.523 13.123
29 C 18.749 4.226 13.447
30 N 18.298 7.780 11.657
31 H 18.232 8.681 14.896
32 H 17.305 7.345 14.369
33 H 17.278 9.114 13.637
34 H 19.741 8.634 12.997
35 H 19.906 6.569 14.255
36 H 20.374 6.365 12.564
37 H 19.387 4.117 14.324
38 H 19.469 3.999 12.661
39 H 17.805 3.687 13.358
40 H 17.626 8.527 11.562
41 H 17.680 6.982 11.704
42 C 26.140 2.668 16.493
43 C 27.004 3.918 16.211
44 C 27.929 4.211 17.419
45 O 27.162 4.468 18.580
46 C 26.813 5.839 18.820
47 N 27.593 3.828 14.859
48 H 26.681 1.728 16.375
49 H 25.350 2.670 15.742
50 H 25.828 2.718 17.536
51 H 26.444 4.850 16.133
52 H 28.683 4.952 17.150
53 H 28.476 3.280 17.568
54 H 27.665 6.482 19.037
55 H 25.992 5.983 19.522
56 H 26.211 6.233 18.001
57 H 27.980 2.895 14.857
58 H 26.934 3.712 14.103
59 C 20.415 5.853 22.241
60 C 20.239 4.360 22.175
61 C 21.399 3.594 21.507
62 O 21.478 3.758 20.086
63 C 20.587 2.916 19.369
64 N 20.200 3.928 23.537
65 H 19.827 6.394 22.983
66 H 20.242 6.261 21.245
67 H 21.450 6.151 22.410
68 H 19.356 4.145 21.574
69 H 21.360 2.563 21.858
70 H 22.398 3.906 21.812
71 H 20.860 3.127 18.335
72 H 19.556 3.194 19.587
73 H 20.671 1.848 19.569
74 H 19.974 2.952 23.672
75 H 19.466 4.476 23.962
76 C 19.466 -1.094 10.757
77 C 20.899 -0.735 11.385
78 O 21.084 -1.716 12.378
79 O 18.494 -0.648 11.652
80 H 19.371 -2.179 10.698
81 H 19.371 -0.650 9.766
82 H 20.883 0.261 11.828
83 H 21.724 -0.859 10.684
84 H 20.448 -1.597 13.087
85 H 18.248 0.219 11.322
86 C 23.892 4.424 13.482
87 C 23.995 5.906 13.444
88 O 23.608 6.418 12.220
89 O 24.944 3.680 12.798
90 H 22.864 4.182 13.214
91 H 23.934 4.187 14.546
92 H 25.022 6.176 13.688
93 H 23.368 6.306 14.241
94 H 24.157 5.963 11.578
95 H 25.018 3.946 11.878

Computed properties:
multiplicity = 1
calculated total energy = -1790.2407 Ha
Kohn-Sham gap = 9.397 eV
LUMO energy = 0.338 eV

=====

[5]
ORCA calculation (wB97M-V/def2-TZVPD) on a structure of composition C20H61N3O9 at a distorted geometry.

CARTESIAN COORDINATES (ANGSTROEM)
1 C -13.061 3.394 -4.692
2 O -13.399 3.740 -6.051
3 H -12.301 2.604 -4.739
4 H -12.687 4.256 -4.142
5 H -13.962 2.971 -4.250
6 H -12.664 4.294 -6.357
7 C -9.968 3.907 -10.405
8 O -10.392 2.566 -10.510
9 H -9.674 4.279 -11.399
10 H -10.745 4.624 -10.124
11 H -9.091 3.948 -9.756
12 H -11.290 2.606 -10.125
13 C -12.879 0.009 -6.015
14 O -13.149 0.913 -7.052
15 H -13.678 0.033 -5.262
16 H -12.849 -1.019 -6.368
17 H -11.962 0.216 -5.453
18 H -13.412 1.784 -6.734
19 C -11.298 3.071 -7.237
20 O -11.651 4.354 -6.710
21 H -10.357 3.258 -7.760
22 H -11.097 2.374 -6.423
23 H -12.040 2.700 -7.940
24 H -10.937 5.012 -6.808
25 C -12.148 7.224 -4.565
26 C -11.907 8.721 -4.619
27 O -12.295 9.290 -3.378
28 H -13.117 6.891 -4.940
29 H -12.152 6.855 -3.535
30 H -11.392 6.621 -5.070
31 H -12.519 9.147 -5.423
32 H -10.869 9.001 -4.824
33 H -12.501 10.224 -3.446
34 C -9.140 8.113 -8.000
35 C -9.795 6.835 -8.569
36 O -9.466 5.731 -7.734
37 H -8.125 8.245 -8.384
38 H -9.088 7.991 -6.921
39 H -9.696 8.970 -8.384
40 H -9.477 6.710 -9.607
41 H -10.875 6.970 -8.560
42 H -8.514 5.645 -7.633
43 C -8.346 1.617 -5.406
44 C -9.080 0.404 -5.975
45 C -8.147 -0.557 -6.739
46 O -7.049 -0.872 -5.878
47 C -5.889 -1.264 -6.581
48 N -9.628 -0.460 -4.910
49 H -7.587 1.278 -4.705
50 H -9.084 2.219 -4.871
51 H -7.987 2.263 -6.211
52 H -9.887 0.655 -6.665
53 H -7.696 -0.070 -7.613
54 H -8.605 -1.487 -7.077
55 H -6.217 -1.857 -7.443
56 H -5.192 -1.870 -6.008
57 H -5.372 -0.366 -6.937
58 H -8.802 -0.868 -4.472
59 H -10.011 0.143 -4.181
60 C -10.989 3.975 -1.834
61 C -11.414 2.514 -1.992
62 C -12.865 2.256 -1.628
63 O -13.721 3.019 -2.493
64 C -14.977 3.299 -1.912
65 N -11.255 2.254 -3.448
66 H -11.724 4.621 -2.329
67 H -10.092 4.214 -2.409
68 H -10.868 4.410 -0.841
69 H -10.711 1.821 -1.531
70 H -13.103 2.539 -0.599
71 H -13.149 1.207 -1.767
72 H -15.696 2.501 -2.099
73 H -15.306 4.262 -2.306
74 H -14.911 3.503 -0.838
75 H -11.512 3.060 -4.016
76 H -12.002 1.617 -3.727
77 C -14.272 1.435 -11.181
78 C -13.920 2.813 -10.713
79 C -15.157 3.716 -10.480
80 O -14.842 5.049 -10.149
81 C -14.025 5.689 -11.096
82 N -13.043 2.834 -9.550
83 H -14.718 0.778 -10.425
84 H -13.379 0.850 -11.429
85 H -14.880 1.341 -12.081
86 H -13.342 3.291 -11.510
87 H -15.733 3.280 -9.666
88 H -15.754 3.656 -11.400
89 H -14.571 5.660 -12.050
90 H -13.014 5.289 -11.228
91 H -13.873 6.741 -10.851
92 H -13.351 2.231 -8.793
93 H -12.945 3.742 -9.108

Computed properties:
multiplicity = 1
calculated total energy = -1639.6676 Ha
energy above the lowest of the compared OMol25 structures with the same formula, charge and spin = 7.271 eV
Kohn-Sham gap = 8.592 eV
LUMO energy = 0.383 eV